DFT (wB97M-V/def2-TZVPD) results for 6 unconnected molecules or ions with the total composition C27H49FN13O8PS2 in a non-equilibrium geometry.

The value obtained for the largest force on an atom is 6.49 eV/A. The gap between HOMO and LUMO is 6.546 eV. Its SMILES is [H]/N=C(/C)Cc1ccc(S(=O)(=O)F)c2c1N(CCCCCCC)c1c(cccc1P(N)O)S2.NC(N)=O.NC(N)=O.NC(N)=O.NC(N)=O.NC(N)=O.

Structure (ORCA input):
```
! wB97M-V def2-TZVPD RIJCOSX def2/J DEFGRID3
* xyz 0 1
N 0.860 -2.655 -0.210
H -8.067 -6.028 0.693
H 3.266 0.985 -0.711
H -4.402 -4.061 2.238
N 3.975 7.602 -1.131
C -3.375 -3.337 0.122
H 2.914 1.511 2.718
C 0.859 -3.694 2.783
O -1.744 0.717 -7.263
C 0.689 -1.458 4.672
C -3.354 -3.813 1.726
C 2.571 1.938 -0.619
C 1.058 -3.042 -1.657
H 3.728 7.041 -1.936
C -0.069 -2.983 -2.852
N -1.437 5.678 0.247
C -2.409 0.113 -6.436
H 4.060 0.862 1.319
H -9.543 -6.881 1.034
C -1.977 -3.953 2.616
C -0.093 5.743 0.264
H 1.484 -0.654 5.055
N -9.034 -6.009 0.970
C 1.085 -0.183 -1.175
O 0.077 2.660 2.568
H -8.014 -3.733 0.889
H 5.323 2.198 3.311
H -2.412 -0.897 -4.617
N 5.157 -2.412 -0.831
C -1.924 -2.958 -0.534
P 3.908 -3.682 -0.641
H 0.396 4.889 3.581
H 6.086 -2.927 -0.857
H 5.711 2.737 1.458
H -0.462 -3.365 -5.227
C 2.782 2.784 0.781
H -1.903 5.533 1.133
H 2.755 2.598 -1.586
N 0.472 5.937 -0.941
H -1.958 -4.288 3.746
H -2.794 3.446 3.660
H 2.977 -2.404 2.213
C 4.372 6.946 -0.026
H 2.391 -1.193 0.401
H -9.452 -2.885 1.375
C 1.024 1.396 -0.626
O 0.559 5.636 1.290
S -1.806 -2.415 -2.322
H -2.289 2.004 2.829
H 5.179 -1.917 0.107
H 2.208 -4.199 -5.859
H -0.048 6.027 -1.797
H -1.992 5.764 -0.588
H 1.751 3.047 1.313
O 4.439 5.728 0.030
H 2.003 -0.330 -1.907
S -5.045 -3.303 -0.711
H 3.385 3.770 0.501
N -1.880 -0.397 -5.309
O -10.882 -4.885 1.597
C 0.346 -3.415 -4.379
C -9.708 -4.883 1.264
O -5.103 -2.584 -2.077
H 0.567 -2.217 5.582
C 3.612 1.821 1.828
F -6.154 -2.435 0.326
O 4.734 -5.252 -0.732
N -3.730 -0.095 -6.578
H 0.702 -4.536 3.608
H -1.252 5.102 4.091
C -0.791 3.327 3.108
O -5.610 -4.771 -0.747
C -0.500 -3.033 0.329
N 2.611 -1.791 2.974
H -4.168 0.273 -7.412
H 0.614 -0.898 1.044
C 4.917 2.719 2.340
H 4.163 -4.364 -3.762
N -8.982 -3.755 1.162
H 3.913 8.604 -1.196
H 4.639 8.745 0.986
H 4.502 3.812 2.523
H -0.322 -0.979 4.328
H -0.888 -0.262 -5.164
H 0.382 2.005 -1.427
C 1.892 -3.913 -4.761
H 4.992 7.286 1.864
N -2.065 2.911 3.218
N -0.550 4.538 3.642
H 4.221 -5.818 -1.410
H 1.676 -4.145 2.039
H -4.295 -0.590 -5.908
C 1.241 -1.222 0.082
H 0.452 1.505 0.389
N 4.688 7.740 1.012
C -0.526 -3.560 1.917
C 2.591 -3.572 -2.062
C 3.053 -4.017 -3.571
H 0.121 -0.321 -1.823
H 1.482 5.992 -0.972
C 1.398 -2.299 3.456
*
```


DFT (wB97M-V/def2-TZVPD) results for 7 unconnected molecules or ions with the total composition C27H49N6O in a non-equilibrium geometry.

The value obtained for the largest force on an atom is 6.79 eV/A. The gap between HOMO and LUMO is 3.842 eV. For the energy above the lowest of the compared OMol25 structures with the same formula, charge and spin, the calculation gives 4.357 eV.

Structure (ORCA input):
```
! wB97M-V def2-TZVPD RIJCOSX def2/J DEFGRID3
* xyz -1 1
N 8.641 -0.644 -0.064
H -4.651 1.492 -6.851
H -1.782 -3.633 -6.522
H 12.951 0.253 0.710
C 10.836 0.167 1.120
H -5.026 5.175 4.062
H 0.929 0.538 4.883
H -3.637 7.394 1.906
H 11.565 1.758 -1.027
H 0.841 3.215 4.687
C -5.116 2.478 -6.878
C 1.323 2.590 5.440
H 12.047 -1.112 -0.007
C 12.057 -0.035 0.158
H -1.953 -8.867 7.941
C -5.613 5.991 3.640
H 2.309 1.386 -1.779
H 10.870 -0.325 2.092
H 1.500 4.473 6.222
N -0.583 -6.254 -5.423
H 1.172 1.837 -0.599
C -0.074 -7.005 5.703
H -0.372 -8.969 7.632
H -0.828 -7.490 8.466
H -4.016 3.067 -5.164
H 0.204 -6.043 6.134
H 11.138 0.223 -1.742
C -5.492 2.961 -8.256
C -1.354 -5.607 -5.971
H -3.718 4.094 -6.403
H -3.992 6.410 0.468
H 0.682 -7.766 5.899
C -5.544 4.483 -5.325
C 1.258 1.256 -1.518
C -4.556 3.537 -5.986
H -6.377 4.475 -6.027
H -6.693 5.867 3.718
C 11.886 0.720 -1.124
H 1.983 3.238 7.525
H -0.753 -3.940 -8.944
H -3.331 5.603 1.900
H -2.935 -3.978 -8.492
C -3.970 6.416 1.558
C -0.162 -7.006 4.250
H -2.129 -6.809 6.346
H -5.884 4.216 -4.324
C 0.722 0.463 6.900
C 0.552 1.231 5.635
C -1.384 -7.601 6.285
H -0.725 0.314 0.078
H -1.214 0.035 -1.505
C -1.134 -8.192 7.691
C -2.287 -4.593 -6.623
H 1.555 -0.484 -0.353
H -3.199 -5.701 -8.236
C 1.355 3.490 6.671
C -0.539 -0.369 -0.751
H -1.753 -8.379 5.616
H -5.271 5.537 -5.363
C -1.198 -4.932 -8.862
H -6.007 6.765 1.677
H -3.244 -4.565 -6.102
H 0.575 1.677 -2.255
O 1.140 -1.072 -2.198
H 2.365 2.424 5.169
H -1.364 -5.039 -9.934
N -5.762 3.286 -9.284
H -5.955 2.138 -6.270
C -5.310 6.030 2.080
H -5.559 5.057 1.657
C 9.598 -0.332 0.525
H 10.597 1.225 1.224
N -4.962 8.269 4.859
H 12.626 0.571 -1.910
C -5.271 7.268 4.362
H -0.563 -5.739 -8.497
C -2.481 -4.891 -8.107
C 0.905 -0.190 -1.177
H -0.874 -1.371 -0.481
N -0.287 -7.023 3.077
N 0.810 -0.179 7.877
H 0.383 3.656 7.134
H -0.492 1.385 5.360
*
```